C4H10N3O3S as an isolated structure at a distorted geometry, computed with ωB97M-V/def2-TZVPD.

Geometry as XYZ:
```
21
C4H10N3O3S | the Open Molecules 2025 dataset | ωB97M-V/def2-TZVPD
S 0.49 0.17 1.03
O 1.17 1.13 0.17
O 0.64 -1.21 0.58
O -2.75 0.84 2.67
N -1.14 0.53 1.03
N 0.79 0.41 2.67
N 1.41 0.21 -2.29
C 0.51 -0.71 -2.44
C -0.48 0.73 3.25
C 0.27 -1.45 -3.65
C -1.52 0.58 2.19
H 1.54 0.50 -1.31
H -0.84 0.16 4.20
H -0.40 -2.38 -3.49
H 1.29 -1.70 -3.84
H -3.48 0.65 2.02
H -0.13 -0.97 -4.50
H 1.73 0.72 -3.12
H -0.72 1.70 3.58
H 0.15 -1.18 -1.54
H 1.46 1.26 2.81
```

relative energy (zero: lowest compared OMol25 entry of this formula, charge and spin): 3.8 kcal/mol
charge: +1
HOMO: -14.348 eV
maximum force: 0.086 Eh/bohr
E_LUMO: -4.07 eV
total energy: -25750.13441 eV
HOMO-LUMO gap: 10.3 eV